[1]
The following is a quantum chemistry calculation of a cluster of 2 separate species, H2N2O3 in total at a distorted geometry, from the Open Molecules 2025 dataset.

```
7
Properties=species:S:1:pos:R:3
N 1.9748 -0.1840 0.9011
N 1.7700 0.2446 -0.1341
O -1.8303 0.3315 0.0105
O 1.4944 0.6589 -1.1772
O -0.8092 -0.5538 0.4697
H -1.2990 -1.3484 0.5974
H -1.3008 0.8512 -0.6675
```

The largest force on an atom comes out at 5.29 eV/Å. Its structure (SMILES) is N#[N+][O-].OO. The charge is 0. The LUMO energy is 0.928 eV. The frontier orbital gap is 11.3528 eV. Its spin multiplicity is 1. The relative energy (zero: lowest compared OMol25 entry of this formula, charge and spin) comes out at 0.000 eV.

Atom charges from the Mulliken analysis, given in e for atoms 1 to 2:
1 N -0.24
2 N 0.76

[2]
The following is a quantum chemistry calculation of a cluster of 2 separate species, H2N2O3 in total at a distorted geometry, from the Open Molecules 2025 dataset.

```
7
Properties=species:S:1:pos:R:3
N -0.2776 -0.6877 0.2827
N 0.0059 0.0067 -0.8615
O 0.3910 -0.7630 -1.7682
O -0.4736 1.0885 -0.9256
O 0.1554 0.5790 1.6291
H 0.3168 -1.4352 0.6645
H -0.1180 1.2117 0.9790
```

The largest force on an atom comes out at 5.88 eV/Å. The charge is 0. The LUMO energy is -1.988 eV. The frontier orbital gap is 9.7630 eV. Its spin multiplicity is 1. The relative energy (zero: lowest compared OMol25 entry of this formula, charge and spin) comes out at 2.426 eV.

Atom charges from the Mulliken analysis, given in e for atoms 1 to 2:
1 N -0.31
2 N 1.09

[3]
The following is a quantum chemistry calculation of a cluster of 2 separate species, H2N2O3 in total at a distorted geometry, from the Open Molecules 2025 dataset.

```
7
Properties=species:S:1:pos:R:3
N 3.4424 -0.1142 0.9395
N 3.1146 0.2180 -0.0452
O 0.0333 0.4300 0.0876
O 2.7946 0.5036 -1.1049
O 0.4494 -0.8924 0.2726
H 1.2733 -0.7151 0.6983
H -0.3471 0.2903 -0.7209
```

The largest force on an atom comes out at 15.02 eV/Å. The charge is 0. The LUMO energy (alpha / beta) is 0.973 / -1.808 eV. The frontier orbital gap (alpha / beta) is 6.2050 / 10.3110 eV. Its spin multiplicity is 3. The relative energy (zero: lowest compared OMol25 entry of this formula, charge and spin) comes out at 3.151 eV.

Atom charges from the Mulliken analysis, given in e for atoms 1 to 2:
1 N -0.34
2 N 0.84

[4]
The following is a quantum chemistry calculation of a cluster of 2 separate species, H2N2O3S in total at a distorted geometry, from the Open Molecules 2025 dataset.

```
8
Properties=species:S:1:pos:R:3
N 1.8140 1.2580 0.0916
N -1.2473 -0.1360 0.1269
O 1.2719 2.0627 -0.5411
O 0.6153 -1.2937 -1.2606
O 0.5620 -1.7490 1.1231
S 0.3581 -0.7753 0.0287
H -1.6809 0.3364 1.0358
H -1.6930 0.2970 -0.6045
```

The largest force on an atom comes out at 4.49 eV/Å. The charge is 0. The LUMO energy (alpha / beta) is -1.032 / -1.401 eV. The frontier orbital gap (alpha / beta) is 8.2291 / 8.1243 eV. Its spin multiplicity is 1. The relative energy (zero: lowest compared OMol25 entry of this formula, charge and spin) comes out at 2.003 eV.

Atom charges from the Mulliken analysis, given in e for atoms 1 to 2:
1 N 0.20
2 N -0.45

[5]
The following is a quantum chemistry calculation of the molecule H2N2O3S at a distorted geometry, from the Open Molecules 2025 dataset.

```
8
Properties=species:S:1:pos:R:3
N -0.1555 -0.2496 -0.0325
N -2.4107 1.1785 -0.0667
O -3.4765 1.2704 -0.6263
O -2.0846 1.5876 1.0079
O -0.6182 1.6236 -1.9964
S -1.3567 0.2534 -1.1304
H -0.1598 0.4925 0.6895
H 0.6967 -0.4811 -0.4398
```

The largest force on an atom comes out at 8.03 eV/Å. The charge is 0. The LUMO energy is -1.180 eV. The frontier orbital gap is 9.1383 eV. Its spin multiplicity is 1. The relative energy (zero: lowest compared OMol25 entry of this formula, charge and spin) comes out at 3.481 eV.

Atom charges from the Mulliken analysis, given in e for atoms 1 to 2:
1 N -0.49
2 N 0.95

[6]
The following is a quantum chemistry calculation of a cluster of 2 separate species, H2N2O3S in total at a distorted geometry, from the Open Molecules 2025 dataset.

```
8
Properties=species:S:1:pos:R:3
N -0.1468 -0.6839 -1.0960
N 0.4090 0.2913 2.4319
O 0.7535 0.7150 0.5541
O -0.1221 -0.7092 2.5064
O 0.2440 1.7848 -1.6526
S -0.2538 0.8749 -0.5794
H -0.1499 -1.2712 -0.3171
H -0.7340 -1.0018 -1.8472
```

The largest force on an atom comes out at 5.41 eV/Å. The charge is 0. The LUMO energy (alpha / beta) is 0.378 / -3.420 eV. The frontier orbital gap (alpha / beta) is 7.9393 / 7.6412 eV. Its spin multiplicity is 3. The relative energy (zero: lowest compared OMol25 entry of this formula, charge and spin) comes out at 0.664 eV.

Atom charges from the Mulliken analysis, given in e for atoms 1 to 2:
1 N -0.41
2 N 0.23